No. 1
A molecular structure, C53H45Cl2N6O5STl in a non-equilibrium geometry, computed with ωB97M-V/def2-TZVPD.

Positions of all 113 atoms, in Å:
Tl (0.25, 0.05, 0.14)
C (-1.66, -2.44, 2.43)
O (-1.63, -1.17, 1.81)
C (-2.76, -0.41, 1.82)
C (-4.04, -0.92, 2.01)
C (-5.14, -0.07, 2.05)
C (-4.96, 1.30, 1.90)
C (-3.70, 1.81, 1.68)
C (-2.58, 0.97, 1.63)
N (-1.30, 1.46, 1.40)
N (-1.21, 2.73, 1.57)
C (-0.12, 3.48, 1.40)
C (1.22, 2.99, 1.27)
O (1.51, 1.76, 1.31)
C (2.28, 3.97, 1.14)
C (2.02, 5.29, 1.03)
C (0.69, 5.80, 1.16)
C (0.43, 7.17, 1.06)
C (-0.83, 7.67, 1.28)
C (-1.87, 6.79, 1.60)
C (-1.65, 5.44, 1.64)
C (-0.37, 4.90, 1.42)
H (-2.36, -2.45, 3.26)
H (-1.92, -3.22, 1.71)
H (-0.65, -2.61, 2.81)
H (-4.19, -1.98, 2.12)
H (-6.13, -0.47, 2.20)
H (-5.81, 1.96, 1.94)
H (-3.54, 2.86, 1.55)
H (3.28, 3.57, 1.07)
H (2.82, 6.00, 0.87)
H (1.24, 7.84, 0.82)
H (-1.01, 8.73, 1.23)
H (-2.85, 7.19, 1.81)
H (-2.45, 4.76, 1.88)
S (-1.08, -1.53, -4.33)
C (-2.48, -2.11, -3.47)
C (-3.43, -3.02, -3.90)
C (-4.53, -3.23, -3.10)
C (-4.68, -2.55, -1.89)
C (-3.70, -1.68, -1.43)
C (-2.57, -1.46, -2.22)
N (-1.56, -0.59, -1.96)
C (-0.75, -0.46, -2.96)
C (0.29, 0.54, -3.03)
C (0.81, 0.93, -4.26)
C (1.71, 1.96, -4.34)
C (2.10, 2.62, -3.18)
C (1.60, 2.22, -1.95)
C (0.70, 1.18, -1.85)
H (-3.32, -3.52, -4.84)
H (-5.30, -3.91, -3.43)
H (-5.57, -2.68, -1.30)
H (-3.80, -1.16, -0.50)
H (0.48, 0.42, -5.16)
H (2.11, 2.27, -5.30)
H (2.80, 3.44, -3.24)
H (1.93, 2.74, -1.07)
C (2.40, -7.05, -1.06)
O (1.74, -5.81, -1.09)
C (0.41, -5.76, -0.77)
C (-0.29, -6.83, -0.23)
C (-1.65, -6.72, 0.02)
C (-2.31, -5.55, -0.26)
C (-1.62, -4.47, -0.79)
C (-0.26, -4.55, -1.04)
N (0.41, -3.46, -1.62)
C (1.46, -2.76, -1.09)
N (2.04, -3.28, 0.05)
C (2.07, -2.61, 1.26)
C (1.41, -1.41, 1.53)
C (1.50, -0.86, 2.81)
C (2.21, -1.49, 3.81)
C (2.84, -2.70, 3.56)
C (2.77, -3.26, 2.30)
O (3.32, -4.48, 1.95)
C (4.03, -5.18, 2.94)
N (1.81, -1.65, -1.63)
C (3.10, -1.14, -1.52)
C (3.45, -0.01, -0.80)
C (4.71, 0.54, -0.90)
C (5.65, -0.03, -1.74)
C (5.33, -1.18, -2.45)
C (4.08, -1.76, -2.32)
O (3.69, -2.92, -2.95)
C (4.64, -3.60, -3.72)
H (3.38, -6.86, -1.49)
H (1.87, -7.79, -1.67)
H (2.52, -7.43, -0.04)
H (0.22, -7.76, -0.02)
H (-2.18, -7.57, 0.42)
H (-3.37, -5.46, -0.08)
H (-2.14, -3.56, -1.02)
H (-0.03, -3.01, -2.41)
H (2.27, -4.26, 0.08)
H (1.00, 0.08, 3.02)
H (2.27, -1.05, 4.79)
H (3.38, -3.19, 4.35)
H (4.39, -6.09, 2.46)
H (3.38, -5.44, 3.79)
H (4.89, -4.60, 3.31)
H (2.74, 0.45, -0.13)
H (4.95, 1.42, -0.32)
H (6.63, 0.41, -1.85)
H (6.07, -1.61, -3.11)
H (4.13, -4.50, -4.08)
H (5.52, -3.89, -3.14)
H (4.96, -3.01, -4.59)
Cl (-3.75, 1.38, -3.53)
C (-2.76, 2.71, -2.91)
Cl (-2.23, 2.41, -1.25)
H (-3.38, 3.61, -2.91)
H (-1.88, 2.81, -3.54)

Results
Maximum force ... 1.52 eV/A
LUMO level ... -0.356 eV
Gap between HOMO and LUMO ... 0.2453 hartree
ΔE to the lowest compared entry with this formula, charge and spin ... 71.7 kJ/mol
Electronic energy ... -4242.3645 a.u.
Highest occupied orbital energy ... -7.030 eV

Atom charges from the Mulliken analysis, given in e for atoms 1 to 99: 2.184 -0.835 0.507 0.129 -0.727 -0.744 -1.115 -0.301 0.267 0.827 -0.864 0.294 -0.385 -0.270 -0.739 -0.949 0.905 -1.033 -0.522 -0.880 -0.465 1.232 0.540 0.097 0.032 0.454 0.432 0.435 0.305 0.496 0.393 0.394 0.392 0.414 0.385 -0.477 1.405 -0.756 -0.683 -0.449 -0.136 -1.488 0.928 0.025 0.312 -0.760 -1.275 -0.777 -0.411 0.803 0.474 0.405 0.468 0.216 0.463 0.414 0.441 0.056 -1.133 -0.183 0.437 -0.795 -0.866 -0.963 -0.010 -0.413 0.325 -1.077 0.497 -0.674 0.393 -0.543 -1.369 -0.389 1.356 -0.234 -1.104 0.964 0.300 0.094 -1.558 -1.106 -0.425 0.363 -0.201 -1.153 0.254 0.408 0.348 0.496 0.409 0.496 0.965 0.262 0.230 0.379 0.469 0.462 0.225

***

No. 2
A single C4H4N2O molecule, computed with ωB97M-V/def2-TZVPD.

Positions of all 11 atoms, in Å:
O (2.35, -1.37, -0.01)
C (1.27, -0.83, -0.10)
C (1.11, 0.64, -0.04)
C (-0.11, 1.17, 0.11)
N (-1.22, 0.34, 0.13)
C (-1.05, -0.99, -0.12)
N (0.08, -1.58, -0.26)
H (2.00, 1.25, -0.07)
H (-0.31, 2.23, 0.20)
H (-2.13, 0.70, 0.37)
H (-1.98, -1.56, -0.20)

Results
Maximum force ... 0.38 eV/A
SMILES ... O=c1cc[nH]cn1
LUMO level ... 0.365 eV
Gap between HOMO and LUMO ... 0.3561 hartree
ΔE to the lowest compared entry with this formula, charge and spin ... 18.2 kJ/mol
Electronic energy ... -339.5747 a.u.
Highest occupied orbital energy ... -9.326 eV

For each atom in turn, the Mulliken charge in e is: -0.576 0.442 -0.402 -0.214 -0.105 0.034 -0.482 0.363 0.362 0.221 0.358

***

No. 3
A single C8H10FNO2 molecule in a non-equilibrium geometry, computed with ωB97M-V/def2-TZVPD.

Positions of all 22 atoms, in Å:
N (-0.23, -0.74, -3.66)
C (0.90, -1.23, -2.92)
C (0.46, -1.69, -1.41)
C (-0.05, -0.68, -0.53)
C (-0.83, 0.42, -0.93)
C (-1.05, 1.60, -0.14)
C (-0.59, 1.54, 1.19)
O (-1.01, 2.61, 1.95)
C (0.15, 0.46, 1.70)
O (0.37, 0.51, 2.99)
C (0.40, -0.61, 0.87)
F (1.10, -1.56, 1.44)
H (-0.66, -1.61, -3.93)
H (0.01, -0.33, -4.56)
H (1.16, -2.25, -3.30)
H (1.75, -0.57, -2.90)
H (1.35, -2.18, -0.98)
H (-0.30, -2.55, -1.71)
H (-1.19, 0.33, -1.98)
H (-1.64, 2.41, -0.53)
H (-0.44, 2.68, 2.79)
H (0.50, -0.55, 3.36)

Results
Maximum force ... 6.79 eV/A
SMILES ... NCCc1ccc(O)c(O)c1F
LUMO level ... 0.481 eV
Gap between HOMO and LUMO ... 0.3083 hartree
ΔE to the lowest compared entry with this formula, charge and spin ... 183.0 kJ/mol
Electronic energy ... -615.8745 a.u.
Highest occupied orbital energy ... -7.909 eV

For each atom in turn, the Mulliken charge in e is: -0.525 -0.722 -0.529 -0.006 -0.522 -0.892 0.615 -0.575 0.501 -0.672 0.318 -0.365 0.235 0.210 0.326 0.420 0.299 0.248 0.531 0.396 0.329 0.383

***

No. 4
A single C9H6N4 molecule in a non-equilibrium geometry, computed with ωB97M-V/def2-TZVPD.

Positions of all 19 atoms, in Å:
C (1.43, 1.21, 0.26)
C (0.54, -0.04, 0.09)
C (1.36, -1.27, -0.25)
C (-0.78, -0.06, 0.82)
C (-1.30, -1.28, 1.41)
N (-1.65, -2.22, 1.92)
C (-1.28, 1.14, 1.30)
N (-1.70, 2.17, 1.57)
C (-0.74, 0.05, -0.76)
C (-1.23, -1.18, -1.37)
N (-1.78, -2.17, -1.62)
C (-1.17, 1.28, -1.33)
N (-1.63, 2.26, -1.68)
H (0.84, 2.11, 0.22)
H (2.10, 1.37, -0.63)
H (2.04, 1.37, 1.24)
H (2.37, -1.27, 0.17)
H (1.54, -1.12, -1.35)
H (1.06, -2.32, 0.00)

Results
Maximum force ... 2.76 eV/A
SMILES ... CC1(C)C(C#N)(C#N)C1(C#N)C#N
LUMO level ... -0.303 eV
Gap between HOMO and LUMO ... 0.4133 hartree
ΔE to the lowest compared entry with this formula, charge and spin ... 379.1 kJ/mol
Electronic energy ... -565.4622 a.u.
Highest occupied orbital energy ... -11.550 eV

For each atom in turn, the Mulliken charge in e is: -1.614 1.708 -1.522 0.851 -0.280 -0.439 -0.085 -0.518 0.916 -0.184 -0.493 -0.134 -0.466 0.457 0.355 0.326 0.417 0.367 0.338

***

No. 5
A molecular structure, C51H30FHfI4N4 in a non-equilibrium geometry, computed with ωB97M-V/def2-TZVPD.

Positions of all 91 atoms, in Å:
Hf (0.30, 0.02, -0.08)
I (-4.28, 2.59, 8.24)
C (-3.23, 1.99, 6.53)
C (-2.19, 1.08, 6.65)
C (-1.50, 0.68, 5.52)
C (-1.83, 1.18, 4.26)
C (-2.87, 2.10, 4.16)
C (-3.57, 2.50, 5.29)
C (-1.08, 0.77, 3.04)
C (-0.26, 1.75, 2.46)
C (0.05, 3.02, 3.05)
C (0.94, 3.64, 2.23)
C (1.16, 2.78, 1.10)
C (1.92, 3.09, -0.03)
C (2.41, 4.49, -0.15)
C (3.77, 4.76, -0.29)
C (4.22, 6.07, -0.40)
C (3.31, 7.11, -0.39)
I (3.99, 9.09, -0.58)
C (1.95, 6.86, -0.27)
C (1.51, 5.55, -0.15)
C (2.20, 2.22, -1.10)
N (1.92, 0.87, -1.14)
C (2.35, 0.39, -2.36)
C (2.25, -0.94, -2.80)
C (2.84, -1.27, -4.12)
C (2.04, -1.79, -5.13)
C (2.56, -2.07, -6.39)
C (3.90, -1.83, -6.64)
I (4.70, -2.20, -8.55)
C (4.72, -1.33, -5.64)
C (4.19, -1.04, -4.39)
C (1.60, -1.97, -2.10)
C (1.57, -3.35, -2.49)
C (0.84, -4.02, -1.57)
C (0.44, -3.08, -0.57)
N (0.90, -1.83, -0.92)
C (-0.29, -3.39, 0.60)
C (-0.76, -2.47, 1.54)
C (-1.47, -2.79, 2.74)
C (-1.75, -1.63, 3.38)
C (-1.17, -0.57, 2.62)
N (-0.59, -1.10, 1.49)
C (-0.51, -4.84, 0.88)
C (0.59, -5.69, 1.03)
C (0.42, -7.03, 1.33)
C (-0.86, -7.54, 1.47)
I (-1.12, -9.57, 1.93)
C (-1.97, -6.72, 1.32)
C (-1.79, -5.38, 1.02)
C (2.88, 1.48, -3.12)
C (2.79, 2.60, -2.35)
N (0.46, 1.61, 1.30)
H (-1.91, 0.69, 7.62)
H (-0.67, -0.02, 5.61)
H (-3.13, 2.51, 3.20)
H (-4.38, 3.21, 5.20)
H (-0.34, 3.38, 3.99)
H (1.41, 4.59, 2.38)
H (4.49, 3.95, -0.28)
H (5.28, 6.27, -0.48)
H (1.24, 7.68, -0.28)
H (0.45, 5.36, -0.06)
H (0.99, -1.97, -4.94)
H (1.92, -2.47, -7.16)
H (5.77, -1.16, -5.83)
H (4.84, -0.67, -3.61)
H (2.06, -3.77, -3.36)
H (0.59, -5.07, -1.58)
H (-1.70, -3.79, 3.07)
H (-2.28, -1.52, 4.31)
H (1.59, -5.29, 0.94)
H (1.28, -7.66, 1.45)
H (-2.97, -7.12, 1.42)
H (-2.66, -4.75, 0.88)
H (3.25, 1.42, -4.12)
H (3.07, 3.61, -2.62)
F (-3.54, -3.49, -3.77)
C (-2.99, -2.43, -3.16)
C (-3.50, -2.01, -1.95)
C (-2.93, -0.91, -1.33)
C (-1.87, -0.22, -1.92)
C (-1.27, 0.99, -1.26)
C (-1.38, -0.68, -3.15)
C (-1.93, -1.78, -3.77)
H (-4.35, -2.53, -1.52)
H (-3.33, -0.56, -0.39)
H (-2.01, 1.51, -0.65)
H (-0.86, 1.67, -2.01)
H (-0.57, -0.13, -3.63)
H (-1.58, -2.13, -4.74)

Results
Maximum force ... 1.84 eV/A
Charge ... +1
LUMO level ... -4.560 eV
Gap between HOMO and LUMO ... 0.1996 hartree
Electronic energy ... -3519.0889 a.u.
Highest occupied orbital energy ... -9.992 eV

For each atom in turn, the Mulliken charge in e is: 0.233 0.131 -0.153 -0.694 -0.171 -0.688 -0.128 -0.692 1.641 0.746 -1.467 -1.714 0.637 1.484 -0.144 -0.280 -0.666 -0.172 0.132 -0.732 -0.321 0.060 -0.430 0.618 1.573 -0.371 -0.307 -0.726 -0.222 0.131 -0.676 -0.409 0.542 -1.532 -1.569 0.618 -0.143 1.507 0.638 -1.691 -1.392 0.232 -0.162 -0.267 -0.351 -0.715 -0.174 0.129 -0.652 -0.395 -1.365 -1.407 0.171 0.396 0.563 0.515 0.402 0.537 0.609 0.524 0.394 0.396 0.548 0.526 0.423 0.396 0.565 0.644 0.656 0.598 0.633 0.559 0.400 0.390 0.603 0.655 0.581 -0.355 0.380 -0.832 -0.073 0.112 -1.015 0.063 -1.060 0.505 0.379 0.606 0.461 0.536 0.531

***

No. 6
A molecular structure, C3H3BrO2 in a non-equilibrium geometry, computed with ωB97M-V/def2-TZVPD.

Positions of all 9 atoms, in Å:
C (0.02, 0.76, -0.59)
C (-0.51, -1.49, -0.10)
C (0.42, 1.26, 0.56)
O (-0.56, 1.06, -1.55)
O (-1.38, -1.95, -0.73)
Br (1.65, 0.56, 1.77)
H (-0.14, -0.62, -0.53)
H (-0.11, -1.92, 0.83)
H (0.61, 2.34, 0.34)

Results
Maximum force ... 3.48 eV/A
LUMO level ... -0.260 eV
Gap between HOMO and LUMO ... 0.3201 hartree
ΔE to the lowest compared entry with this formula, charge and spin ... 338.8 kJ/mol
Electronic energy ... -2840.4563 a.u.
Highest occupied orbital energy ... -8.971 eV

For each atom in turn, the Mulliken charge in e is: 0.585 0.003 -0.601 -0.383 -0.326 -0.099 0.179 0.297 0.345

***

No. 7
A gas-phase ion, C4H4N3OS (charge -1) in a non-equilibrium geometry, computed with ωB97M-V/def2-TZVPD.

Positions of all 13 atoms, in Å:
C (-1.44, -0.27, 1.37)
C (-0.30, -0.08, 0.44)
C (0.47, -1.05, -0.10)
N (1.41, -0.94, -1.09)
N (1.62, 0.22, -1.64)
S (2.79, 0.26, -2.81)
N (1.03, 1.36, -1.21)
C (0.04, 1.35, -0.30)
O (-0.59, 2.35, 0.00)
H (-1.20, 0.05, 2.38)
H (-1.67, -1.31, 1.64)
H (-2.34, 0.19, 1.20)
H (0.18, -2.13, 0.12)

Results
Maximum force ... 4.10 eV/A
SMILES ... Cc1cn[n+]([S-])nc1[O-]
Charge ... -1
LUMO level ... 3.599 eV
Gap between HOMO and LUMO ... 0.2774 hartree
ΔE to the lowest compared entry with this formula, charge and spin ... 128.9 kJ/mol
Electronic energy ... -792.4919 a.u.
Highest occupied orbital energy ... -3.949 eV

For each atom in turn, the Mulliken charge in e is: -1.316 0.678 -0.349 -0.635 0.736 -0.462 -0.597 0.399 -0.676 0.269 0.357 0.340 0.256

***

No. 8
A molecular structure, C16H26As2F6GeIrN2OS5 in a non-equilibrium geometry, computed with ωB97M-V/def2-TZVPD.

Positions of all 60 atoms, in Å:
Ir (-0.12, 0.18, -0.17)
C (3.44, 1.42, 4.91)
C (2.83, 0.03, 4.92)
N (1.52, -0.05, 4.27)
C (0.34, -0.10, 5.12)
C (-0.21, 1.28, 5.46)
C (1.45, -0.08, 2.91)
S (-0.14, -0.15, 2.25)
N (2.64, -0.04, 2.31)
C (2.81, -0.12, 1.00)
O (1.95, -0.27, 0.11)
C (4.23, -0.02, 0.52)
C (5.30, 0.00, 1.41)
C (6.60, 0.07, 0.93)
C (6.83, 0.13, -0.44)
C (5.77, 0.13, -1.33)
C (4.47, 0.05, -0.85)
H (4.43, 1.40, 5.36)
H (2.83, 2.13, 5.47)
H (3.53, 1.78, 3.88)
H (2.69, -0.32, 5.95)
H (3.50, -0.66, 4.41)
H (0.63, -0.63, 6.03)
H (-0.42, -0.68, 4.62)
H (0.53, 1.87, 6.01)
H (-1.11, 1.19, 6.07)
H (-0.46, 1.81, 4.54)
H (5.09, -0.04, 2.47)
H (7.43, 0.07, 1.62)
H (7.85, 0.17, -0.81)
H (5.95, 0.19, -2.39)
H (3.62, 0.05, -1.53)
S (-1.99, 2.66, -3.32)
As (-0.18, 2.59, -2.24)
S (0.76, 0.63, -2.36)
S (-0.57, 2.34, -0.04)
S (1.12, 4.21, -2.63)
F (0.29, -2.36, -0.18)
As (-0.11, -4.05, 0.13)
F (-1.21, -4.01, -1.20)
F (1.16, -4.54, -0.93)
F (-0.52, -5.71, 0.44)
F (1.00, -4.06, 1.46)
F (-1.38, -3.53, 1.19)
C (-3.72, -0.73, 1.76)
Ge (-3.59, 0.07, -0.03)
C (-5.07, -0.60, -1.13)
C (-3.89, 1.99, 0.17)
C (-1.92, -0.48, -0.86)
H (-4.75, -0.76, 2.12)
H (-3.13, -0.14, 2.46)
H (-3.31, -1.74, 1.76)
H (-6.02, -0.46, -0.60)
H (-4.95, -1.66, -1.36)
H (-5.11, -0.04, -2.07)
H (-4.95, 2.18, 0.37)
H (-3.58, 2.52, -0.73)
H (-3.30, 2.37, 1.01)
H (-1.93, -0.22, -1.92)
H (-1.82, -1.56, -0.76)

Results
Maximum force ... 1.88 eV/A
Multiplicity ... 2
Charge ... -2
LUMO level (spin up / spin down) ... 4.104 / 3.640 eV
Gap between HOMO and LUMO (spin up / spin down) ... 0.2291 / 0.2117 hartree
ΔE to the lowest compared entry with this formula, charge and spin ... 156.4 kJ/mol
Electronic energy ... -10053.2923 a.u.
Highest occupied orbital energy (spin up / spin down) ... -2.129 / -2.121 eV

For each atom in turn, the Mulliken charge in e is: 1.555 -1.101 -0.652 0.217 -0.956 -0.952 0.260 -0.554 -0.200 0.123 -0.670 0.427 -0.128 -0.680 -0.288 -0.761 -0.248 0.326 0.362 0.254 0.417 0.403 0.407 0.440 0.298 0.392 0.229 0.297 0.384 0.356 0.389 0.371 -0.590 0.396 -0.443 -0.335 -0.596 -0.647 2.094 -0.498 -0.508 -0.534 -0.490 -0.454 -1.055 0.552 -1.274 -1.187 -0.714 0.418 0.190 0.316 0.369 0.373 0.358 0.385 0.301 0.323 0.433 0.098

***

Please write out number 7 again, unchanged.
A gas-phase ion, C4H4N3OS (charge -1) in a non-equilibrium geometry, computed with ωB97M-V/def2-TZVPD.

Positions of all 13 atoms, in Å:
C (-1.44, -0.27, 1.37)
C (-0.30, -0.08, 0.44)
C (0.47, -1.05, -0.10)
N (1.41, -0.94, -1.09)
N (1.62, 0.22, -1.64)
S (2.79, 0.26, -2.81)
N (1.03, 1.36, -1.21)
C (0.04, 1.35, -0.30)
O (-0.59, 2.35, 0.00)
H (-1.20, 0.05, 2.38)
H (-1.67, -1.31, 1.64)
H (-2.34, 0.19, 1.20)
H (0.18, -2.13, 0.12)

Results
Maximum force ... 4.10 eV/A
SMILES ... Cc1cn[n+]([S-])nc1[O-]
Charge ... -1
LUMO level ... 3.599 eV
Gap between HOMO and LUMO ... 0.2774 hartree
ΔE to the lowest compared entry with this formula, charge and spin ... 128.9 kJ/mol
Electronic energy ... -792.4919 a.u.
Highest occupied orbital energy ... -3.949 eV

For each atom in turn, the Mulliken charge in e is: -1.316 0.678 -0.349 -0.635 0.736 -0.462 -0.597 0.399 -0.676 0.269 0.357 0.340 0.256

***

Look up the electronic energy of the sixth one.
-2840.4563 a.u.